Formula: C23H28Br2F3GeIrN2O2
Source: the Open Molecules 2025 dataset
Level of theory: ωB97M-V/def2-TZVPD

Properties
Total charge: +1
2S+1: 2
Calculated total energy (hartree): -8781.73415
Orbital gap (alpha / beta) (eV): 6.483 / 4.513

The geometry in XYZ format:
```
62
Properties=species:S:1:pos:R:3:mulliken_spin:R:1
Ir 0.2667 0.4091 -0.4544 0.042
Br 6.2506 4.5758 -0.7423 0.053
Br 0.6962 5.6248 -0.9126 0.042
Ge 0.1443 -2.0036 -0.9081 -0.028
F 1.6774 0.4550 2.1811 0.001
F 0.3864 2.1811 1.9977 -0.003
F -0.4546 0.2611 2.5200 0.001
O 0.5941 2.6167 -0.9568 0.296
O -1.8630 1.0135 -0.9339 -0.004
N -2.2126 2.2476 -0.7332 0.001
N 2.5474 0.8019 -0.9252 0.002
C -2.8802 -2.0626 -0.9258 0.004
C -2.7446 4.0106 0.7505 0.000
C 3.4376 4.8430 -0.8595 -0.083
C -1.6697 -2.7270 -1.5365 -0.007
C -0.6500 -5.0576 2.0904 0.000
C 5.2250 1.5315 -0.8364 0.052
C 0.2654 -5.0876 0.8731 0.000
C 0.4603 0.8567 1.7110 0.008
C 4.8504 0.2061 -0.8818 -0.014
C 3.4953 -0.1170 -0.9349 0.003
C -4.1577 -1.5390 1.1850 0.000
C -2.3693 3.0666 -1.7892 0.001
C 4.4790 3.9319 -0.8198 0.239
C 4.2336 2.5307 -0.8477 -0.010
C 1.3918 -4.0623 0.9219 0.001
C -2.4253 2.6935 0.5186 0.001
C 0.9479 -2.6211 0.9415 0.005
C -2.7000 4.3886 -1.6084 0.000
C 1.7833 3.0319 -0.9196 0.124
C 2.8878 2.1000 -0.8935 0.080
C -2.9676 -2.2683 0.5807 -0.001
C 2.1253 4.4115 -0.9032 0.181
C -2.8702 4.8845 -0.3220 -0.001
H 3.6492 5.9013 -0.8559 0.003
H -1.1579 -4.1024 2.1875 0.000
H 6.2667 1.8103 -0.8065 0.008
H -3.0371 -3.3369 0.8008 0.000
H -2.3122 1.9641 1.3073 -0.001
H -1.4055 -5.8333 2.0032 0.000
H 3.1685 -1.1478 -1.0052 -0.001
H 2.0684 -4.2321 0.0792 0.000
H -0.0822 -5.2393 2.9986 0.000
H -5.0852 -1.8782 0.7326 0.000
H -3.0820 5.9270 -0.1638 0.000
H 0.7116 -6.0801 0.7895 0.000
H -2.8590 -0.9910 -1.1427 -0.001
H 1.8016 -1.9687 1.1261 0.000
H -1.6661 -2.5992 -2.6216 -0.001
H -0.3214 -4.9178 -0.0340 0.001
H -2.2019 2.6173 -2.7561 0.000
H 5.5871 -0.5835 -0.8789 0.001
H -2.8956 4.3452 1.7633 0.000
H -4.2123 -1.7174 2.2547 0.000
H 1.0829 -2.8231 -1.8286 0.002
H -2.0469 -1.8814 1.0367 0.000
H -1.6529 -3.7959 -1.3195 -0.001
H -2.8232 5.0234 -2.4689 0.001
H -3.7862 -2.4643 -1.3945 0.000
H 1.9760 -4.2215 1.8369 0.001
H -4.0699 -0.4681 1.0214 0.000
H 0.2069 -2.4344 1.7133 0.001
```

Formula: C23H28BrF6N4O4S2SeW
Source: the Open Molecules 2025 dataset
Level of theory: ωB97M-V/def2-TZVPD

Properties
Total charge: +3
2S+1: 3
Calculated total energy (hartree): -7850.32564
Orbital gap (alpha / beta) (eV): 6.267 / 6.483

The geometry in XYZ format:
```
70
Properties=species:S:1:pos:R:3:mulliken_spin:R:1
W 0.8440 -0.8903 -1.3373 1.975
Br 0.4411 -3.3545 -2.5158 -0.013
Se -1.6786 -0.6922 -1.3945 -0.043
S 0.5929 1.7169 -3.0200 0.004
S 2.6426 1.7720 -1.1487 0.012
F 0.1146 1.4936 -5.5544 0.001
F 2.2007 1.2262 -5.0257 0.000
F 1.3455 3.2096 -5.0563 0.000
F 4.5895 1.3552 -2.8536 0.001
F 4.8884 0.4634 -0.9002 0.001
F 3.4790 -0.4271 -2.2896 0.014
O -0.3745 3.9990 -2.8370 -0.001
O 0.8217 0.1095 -2.9977 0.077
O 3.2090 2.6407 -0.1988 -0.004
O 1.7751 0.6611 -0.4966 0.011
N 2.2236 -2.4358 -0.7609 0.039
N -3.2507 0.8675 0.4170 -0.005
N -2.5214 -0.9711 1.3634 -0.001
N 1.9041 2.3604 -2.3479 0.022
C 5.3783 -3.3523 1.0751 0.000
C 4.0289 0.7434 -1.8544 0.007
C 1.9826 -3.5730 -1.4207 0.008
C -3.8182 0.8129 1.6904 0.000
C 4.1663 -3.4531 0.1997 -0.005
C -5.1066 1.2936 3.6001 -0.001
C -0.5383 -1.9784 2.4213 -0.017
C -2.4716 -0.2110 0.2618 0.023
C 3.8562 -4.6263 -0.4954 0.014
C 0.3975 -0.9686 1.7777 -0.010
C 3.3150 -2.3737 0.0347 -0.017
C 1.7077 -0.7956 2.5212 -0.003
C -3.6392 1.8885 -0.5770 -0.001
C 2.7460 -4.7022 -1.3326 -0.008
C -1.8070 -2.2180 1.6155 0.010
C -3.3464 -0.3434 2.2953 0.001
C 1.1184 1.9469 -4.8386 0.008
C -4.6183 0.1252 4.2173 -0.001
C -1.7038 3.8640 -2.3177 0.001
C -3.7336 -0.7167 3.5805 0.001
C -1.6575 3.5047 -0.8374 0.010
C -4.7220 1.6598 2.3293 0.001
C -3.0574 3.2694 -0.2684 -0.004
H -3.3340 1.5325 -1.5594 0.000
H 3.4932 -1.4323 0.5355 -0.001
H 4.4972 -5.4943 -0.3919 0.000
H -5.8074 1.9161 4.1388 0.000
H -5.1099 2.5538 1.8613 0.000
H -0.2133 4.8976 -3.1455 0.000
H -2.4843 -2.8877 2.1430 0.000
H -3.7421 4.0161 -0.6766 0.000
H -0.7890 -1.6161 3.4211 -0.004
H 0.5802 -1.3561 0.7250 -0.090
H 5.4602 -4.2249 1.7223 0.000
H 5.3559 -2.4582 1.6949 0.000
H 2.5027 -5.5969 -1.8888 0.000
H -2.2160 3.0921 -2.9015 0.000
H -4.7281 1.9130 -0.5623 0.000
H 6.2824 -3.3176 0.4644 0.000
H -3.0528 3.4232 0.8114 0.000
H -2.2545 4.7944 -2.4573 0.000
H -1.5834 -2.6755 0.6510 -0.004
H 1.4925 -0.4023 3.5157 -0.001
H -1.1683 4.3170 -0.2990 0.000
H -3.3789 -1.6205 4.0570 0.000
H 2.3686 -0.0786 2.0344 0.001
H 2.2249 -1.7465 2.6556 -0.001
H -1.0349 2.6106 -0.6923 -0.006
H -0.0319 -2.9372 2.5534 0.000
H -4.9564 -0.1197 5.2146 0.000
H -0.0961 -0.0023 1.6522 0.002
```

Formula: C23H28ClF3N3O6
Source: the Open Molecules 2025 dataset
Level of theory: ωB97M-V/def2-TZVPD

Properties
Total charge: 0
2S+1: 2
Calculated total energy (hartree): -2268.47073
Orbital gap (alpha / beta) (eV): 8.089 / 8.833

The geometry in XYZ format:
```
64
Properties=species:S:1:pos:R:3:mulliken_spin:R:1
Cl 2.4863 3.6836 -1.4945 0.006
F 6.2131 4.4427 1.1610 0.000
F 5.4746 3.6158 -0.6310 0.000
F 4.9944 2.6950 1.2169 0.000
O -1.0995 -2.1094 1.5087 0.000
O 4.1155 4.6905 0.7308 0.000
O -0.8322 0.9841 -1.5050 0.520
O -3.5464 -3.3865 -7.0388 0.000
O -3.8267 -5.0018 -5.6378 0.000
O -2.9923 -2.6586 2.3863 0.000
N 0.0915 1.7399 -1.0462 0.356
N -1.7775 -2.6421 2.3729 0.000
N -3.4689 -3.8737 -5.9254 0.000
C 1.1086 0.9520 -0.3253 0.004
C -1.9508 -0.9750 -4.1317 -0.004
C -1.0703 -3.3047 3.4783 0.000
C -1.7989 -1.4981 -2.8550 -0.011
C -1.1979 3.7639 -1.3729 0.014
C -1.1326 -4.5433 5.5160 0.000
C -2.9003 -3.0428 -4.8535 0.000
C -2.5035 -1.7486 -5.1400 -0.001
C 2.0558 3.2983 0.2076 0.011
C 0.5470 -0.1875 0.5437 0.037
C 5.1555 3.8612 0.6111 0.000
C -0.4649 2.8900 -0.3086 0.019
C 2.0894 1.8080 0.5149 -0.005
C 2.8830 4.1470 1.2089 -0.001
C 0.9756 -3.8790 4.5630 0.000
C 0.2544 -4.5115 5.5666 0.000
C -2.7651 -3.5770 -3.5845 0.000
C -1.8029 -3.9364 4.4666 0.000
C -2.2090 -2.7976 -2.5828 0.002
C -1.5430 2.5155 0.7110 0.027
C 0.5937 3.7673 0.3846 -0.010
C 1.9666 0.2530 -1.4229 0.032
C 0.3122 -3.2721 3.5095 0.000
H 0.3541 -1.0425 -0.0850 -0.005
H -1.3586 -0.8877 -2.0745 0.029
H -1.6338 0.0381 -4.3405 -0.004
H 2.0561 -3.8567 4.6032 0.000
H -2.0923 -3.2034 -1.5865 0.000
H -0.9933 4.8204 -1.2531 0.000
H -1.9860 3.4542 1.0356 0.000
H 1.3197 -0.4600 1.2556 -0.001
H 0.8733 -2.7805 2.7280 0.000
H 1.3357 0.0076 -2.2697 -0.009
H -2.3398 1.9499 0.2536 0.001
H 3.0667 1.3682 0.3811 -0.001
H 2.9903 3.6387 2.1589 0.000
H 2.7124 0.9679 -1.7494 0.002
H -0.9300 3.4375 -2.3695 0.000
H 1.8143 1.6868 1.5601 -0.001
H 0.7750 -4.9807 6.3913 0.000
H -2.6184 -1.3409 -6.1337 0.000
H -3.0837 -4.5869 -3.3715 0.000
H -2.2725 3.6471 -1.3002 0.000
H 0.5431 4.8149 0.1210 0.001
H -1.1479 2.0260 1.5965 -0.003
H 2.4409 -0.6283 -1.0110 0.000
H 0.4202 3.6894 1.4596 -0.001
H -2.8821 -3.9589 4.4287 0.000
H -0.3747 0.0446 1.0529 -0.003
H 2.2691 5.0120 1.4186 0.000
H -1.6924 -5.0391 6.2971 0.000
```

Formula: C23H28EuNO
Source: the Open Molecules 2025 dataset
Level of theory: ωB97M-V/def2-TZVPD

Properties
Total charge: 0
2S+1: 7
Calculated total energy (hartree): -1733.38444
Orbital gap (alpha / beta) (eV): 5.056 / 6.328

The geometry in XYZ format:
```
54
Properties=species:S:1:pos:R:3:mulliken_spin:R:1
Eu 1.6444 0.2344 1.8079 6.359
O 0.9172 -1.7429 0.9455 -0.009
N -0.0036 -2.5593 -0.9715 0.002
C 3.8559 0.3398 2.9566 -0.274
C 1.5584 3.3879 -0.0503 0.000
C 0.7672 2.6327 -0.9351 -0.003
C -0.0841 0.5551 3.7549 0.004
C -4.4548 -1.9054 0.8343 0.000
C -3.9270 -0.8872 -1.3052 0.000
C 1.1728 0.4626 -2.2757 -0.005
C -4.7803 -1.0299 -0.2060 0.000
C 1.1407 -0.2925 -0.8706 0.002
C -0.7329 2.0306 2.0952 0.002
C -2.3837 -2.4819 -0.3097 0.000
C 2.9302 3.0591 -0.2841 -0.006
C 2.9808 2.0952 -1.3201 0.002
C -2.7402 -1.6319 -1.3605 0.000
C 1.6331 1.7910 -1.7074 -0.006
C 2.1904 -0.1818 -3.2111 -0.001
C -0.7896 -0.1785 2.7445 -0.019
C -0.2067 0.5828 -2.9115 0.000
C -1.1724 0.7337 1.7150 -0.023
C -3.2583 -2.6216 0.7698 0.000
C -1.1031 -3.2912 -0.3340 0.000
C -0.0495 1.9311 3.3398 -0.041
C 0.6844 -1.6307 -0.3195 -0.020
H 0.3564 2.7722 3.9133 -0.002
H 2.2180 -0.2383 -0.5304 0.007
H 0.4666 0.4007 -0.2969 0.000
H -0.9454 2.9540 1.5555 0.001
H -0.8609 -3.5637 0.7012 0.000
H -4.1809 -0.2041 -2.1216 0.000
H -1.2449 -4.1897 -0.9451 0.000
H -5.1205 -2.0433 1.6930 0.000
H 4.1264 1.3189 3.3800 0.006
H -0.3136 2.6655 -1.0211 0.000
H 2.4276 0.4986 -4.0453 0.000
H -0.9796 0.9056 -2.2057 0.000
H 3.8861 1.6815 -1.7788 0.000
H -5.7048 -0.4589 -0.1537 0.000
H -0.9515 -1.2555 2.7217 0.004
H -0.5411 -0.3577 -3.3623 0.000
H -2.1127 -1.5890 -2.2515 0.000
H -1.7959 0.4984 0.8531 0.003
H 3.4401 -0.3628 3.7124 0.003
H 3.1207 -0.4117 -2.6743 0.000
H -2.9838 -3.3387 1.5442 0.000
H 1.1911 4.0605 0.7182 0.002
H -0.2003 1.3309 -3.7168 0.000
H 3.7844 3.4581 0.2626 0.001
H 1.7852 -1.1124 -3.6395 0.000
H 0.3994 0.1389 4.6446 0.003
H 0.2858 -2.8553 -1.8974 0.000
H 4.6588 -0.1039 2.3492 0.007
```